The following is a DFT calculation (the ωB97M-V functional and the def2-TZVPD basis) of a molecular structure, C47H38N4O7PSV.

Geometry (Å):
V: 0.477 -0.243 -1.525
C: 3.481 -0.632 4.097
C: 2.844 -1.489 3.211
C: 2.466 -1.036 1.954
C: 2.737 0.279 1.572
C: 3.377 1.133 2.467
C: 3.743 0.681 3.727
P: 2.266 0.739 -0.126
C: 2.029 2.548 -0.066
C: 2.457 3.353 -1.119
C: 2.056 4.680 -1.196
C: 1.215 5.216 -0.230
C: 0.783 4.422 0.824
C: 1.192 3.099 0.909
C: 3.767 0.470 -1.109
C: 5.021 0.801 -0.672
C: 6.139 0.584 -1.504
C: 5.961 0.053 -2.751
C: 4.675 -0.302 -3.227
C: 4.492 -0.840 -4.525
C: 3.232 -1.153 -4.944
C: 2.119 -0.964 -4.091
C: 2.203 -0.465 -2.806
C: 3.540 -0.113 -2.394
H: 3.765 -0.983 5.082
H: 2.623 -2.510 3.496
H: 1.934 -1.689 1.269
H: 3.581 2.159 2.184
H: 4.233 1.354 4.419
H: 3.088 2.933 -1.893
H: 2.388 5.291 -2.026
H: 0.887 6.245 -0.304
H: 0.109 4.823 1.572
H: 0.839 2.484 1.731
H: 5.163 1.227 0.315
H: 7.130 0.844 -1.153
H: 6.814 -0.110 -3.403
H: 5.357 -0.990 -5.163
H: 3.078 -1.562 -5.938
H: 1.147 -1.243 -4.493
C: -2.894 -2.351 -4.907
C: -2.349 -0.974 -4.872
N: -2.623 -0.009 -5.692
N: -1.915 1.055 -5.193
C: -1.217 0.772 -4.083
S: -0.296 1.779 -3.107
N: -1.474 -0.550 -3.905
N: -1.003 -1.263 -2.806
H: -3.595 -2.433 -5.734
H: -3.404 -2.566 -3.967
H: -2.098 -3.086 -5.033
H: -1.974 1.959 -5.627
H: -1.759 -1.257 -2.078
H: -0.718 -2.211 -3.045
O: -1.010 0.961 -0.021
C: -2.335 0.995 0.562
C: -3.385 0.271 -0.343
O: -4.546 0.663 -0.215
O: -2.970 -0.727 -0.990
C: -2.337 0.263 1.900
C: -1.188 -0.336 2.395
C: -1.208 -0.989 3.623
C: -2.379 -1.053 4.360
C: -3.540 -0.479 3.854
C: -3.522 0.170 2.631
C: -2.652 2.481 0.705
C: -2.541 3.160 1.910
C: -2.686 4.544 1.959
C: -2.930 5.260 0.801
C: -3.034 4.588 -0.413
C: -2.898 3.212 -0.459
H: -0.649 1.853 0.062
H: -0.285 -0.316 1.807
H: -0.302 -1.455 3.991
H: -2.393 -1.560 5.318
H: -4.467 -0.546 4.411
H: -4.426 0.603 2.218
H: -2.342 2.610 2.822
H: -2.604 5.058 2.910
H: -3.040 6.338 0.837
H: -3.220 5.141 -1.326
H: -2.975 2.686 -1.402
O: -0.332 -3.665 -1.648
C: -0.198 -3.091 -0.565
O: 0.355 -1.957 -0.368
C: -0.690 -3.748 0.705
C: 0.151 -4.564 1.446
C: -0.267 -5.133 2.657
C: -1.548 -4.853 3.056
O: -2.199 -5.277 4.195
C: -3.503 -4.702 4.131
O: -3.614 -3.967 2.924
C: -2.390 -4.057 2.304
C: -1.997 -3.472 1.130
H: 1.152 -4.759 1.082
H: 0.385 -5.761 3.249
H: -3.640 -4.028 4.982
H: -4.248 -5.502 4.138
H: -2.643 -2.819 0.553

## Properties
energy above the lowest of the compared OMol25 structures with the same formula, charge and spin = 0.823 eV
multiplicity = 4
charge = -1
DFT total energy = -4243.262812 Eh
frontier orbital gap (alpha / beta) = 6.6 / 7.7 eV
E_LUMO (alpha / beta) = 2.42 / 2.42 eV
M = 884.83 u

Here are the Mulliken charges for atoms 1 to 2, given in e: atom 1 (V): -0.183, atom 2 (C): -0.662